[1]
Formula: C5H10F6LiN3O7S2
Source: the OMol25 dataset
Level of theory: ωB97M-V with the def2-TZVPD basis set

Properties
**E_tot**: -62329.7999 eV
**Frontier orbital gap**: 9.14 eV
**Total charge**: 0
**Lowest unoccupied orbital energy**: -0.306 eV
**Strongest force on any atom**: 6.10 eV/Å

Positions of all 34 atoms, in Å:
Li1 0.2173 0.4401 0.1913
C1 -2.3678 1.3752 -2.5508
F1 -2.3755 1.1100 -3.8544
F2 -1.2451 1.9869 -2.2106
F3 -3.3329 2.1962 -2.1546
S1 -2.3762 -0.2997 -1.5467
O1 -3.0766 -0.0382 -0.2916
O2 -3.0966 -1.2733 -2.4430
N1 -0.6481 -0.5808 -1.2433
S2 -0.4855 -1.7905 -2.2334
O3 -1.1131 -2.9758 -1.7456
O4 -0.5546 -1.6364 -3.6787
C2 1.4731 -2.1085 -2.1011
F4 2.0481 -2.6287 -3.2008
F5 2.1213 -0.9933 -1.8759
F6 1.7711 -2.8817 -1.0496
C3 -0.6558 1.6102 2.2049
C4 -0.9127 2.6449 1.2006
O5 0.0307 2.4821 0.0831
O6 -1.1886 0.3017 1.7602
H1 -1.1848 1.8633 3.1238
H2 0.4199 1.5506 2.3707
H3 -0.6869 3.5719 1.7278
H4 -1.9227 2.8527 0.8473
H5 -0.0210 3.1330 -0.6206
H6 -1.7605 -0.0633 2.4394
C5 2.3731 -0.9034 1.7601
O7 1.9906 -0.0057 1.0441
N2 1.7899 -1.3897 2.8315
N3 3.5446 -1.4630 1.5506
H7 2.2738 -2.0035 3.4712
H8 1.0265 -0.7984 3.1276
H9 4.1925 -1.0458 0.8978
H10 3.7326 -2.2392 2.1690

[2]
Formula: C19H28N2O4
Source: the OMol25 dataset
Level of theory: ωB97M-V with the def2-TZVPD basis set

Properties
**E_tot**: -31328.4379 eV
**Frontier orbital gap**: 8.30 eV
**Total charge**: 0
**Lowest unoccupied orbital energy**: 0.559 eV
**Strongest force on any atom**: 0.74 eV/Å
**SMILES**: CC(C)OC(=O)c1cc2c(OC[C@H](O)CNC(C)(C)C)cccc2[nH]1
**Energy relative to the best compared isomer or geometry (same formula, charge and spin)**: 0.998 eV

Positions of all 53 atoms, in Å:
C1 -2.9310 -3.1021 0.2139
C2 -1.6072 -3.7279 -0.1958
C3 -1.6412 -4.2532 -1.6277
O1 -0.5940 -2.7150 -0.0703
C4 0.6612 -3.1508 0.0737
O2 0.9755 -4.3226 0.1213
C5 1.6452 -2.0769 0.1564
C6 1.5321 -0.7067 0.1692
C7 2.8515 -0.1756 0.2166
C8 3.4405 1.1079 0.2262
O3 2.8197 2.3203 0.2233
C9 1.4147 2.4449 0.2665
C10 0.7906 2.3254 -1.1312
O4 1.2980 3.3277 -1.9833
C11 -0.7300 2.5049 -1.0420
N1 -1.3011 1.5050 -0.1600
C12 -2.5036 1.8629 0.5924
C13 -2.1426 2.9088 1.6521
C14 -3.6384 2.3881 -0.3013
C15 -2.9664 0.5851 1.2985
C16 4.8253 1.1931 0.2434
C17 5.6488 0.0714 0.2631
C18 5.1158 -1.1962 0.2623
C19 3.7297 -1.3008 0.2344
N2 2.9713 -2.4228 0.2052
H1 -2.8531 -2.6700 1.2077
H2 -3.2035 -2.3200 -0.4901
H3 -3.7089 -3.8602 0.2166
H4 -1.3442 -4.5484 0.4848
H5 -1.8291 -3.4359 -2.3207
H6 -2.4286 -4.9946 -1.7286
H7 -0.6900 -4.7167 -1.8768
H8 0.5995 -0.1807 0.1466
H9 1.2401 3.4599 0.6375
H10 0.9596 1.7315 0.9543
H11 1.0277 1.3345 -1.5510
H12 2.2478 3.3923 -1.8210
H13 -1.1351 2.4787 -2.0630
H14 -0.9123 3.5016 -0.6401
H15 -1.4747 0.6496 -0.6778
H16 -1.2981 2.5601 2.2399
H17 -1.8805 3.8615 1.2009
H18 -2.9888 3.0716 2.3142
H19 -4.5303 2.5703 0.2927
H20 -3.3522 3.3185 -0.7854
H21 -3.8814 1.6593 -1.0728
H22 -3.3053 -0.1491 0.5722
H23 -3.7870 0.8000 1.9775
H24 -2.1434 0.1568 1.8645
H25 5.2599 2.1804 0.2471
H26 6.7190 0.2091 0.2800
H27 5.7365 -2.0779 0.2778
H28 3.2919 -3.3772 0.2060

[3]
Formula: C6H18BClO3P2
Source: the OMol25 dataset
Level of theory: ωB97M-V with the def2-TZVPD basis set

Properties
**E_tot**: -44431.2489 eV
**Frontier orbital gap**: 6.71 eV
**Total charge**: 0
**Lowest unoccupied orbital energy**: -0.824 eV
**Strongest force on any atom**: 1.98 eV/Å
**SMILES**: C=C[PH](Cl)(B(O)O)P(C)CC.CO

Positions of all 31 atoms, in Å:
C1 4.2489 -1.3481 0.7122
C2 3.8583 -0.1736 1.2943
P1 2.2927 0.7001 1.1084
Cl1 3.3575 2.6970 1.4504
B1 1.5593 1.4956 -0.4700
O1 2.0598 1.2853 -1.7076
O2 0.4663 2.3384 -0.3228
P2 1.1143 -1.2188 0.8464
C3 1.2467 -1.7664 -0.9142
C4 -0.6291 -0.6559 1.2161
C5 -1.6671 -0.8982 0.1154
H1 4.3291 -2.2546 1.3078
H2 4.5065 -1.4159 -0.3413
H3 4.5421 0.2934 2.0054
H4 1.5741 0.9090 2.2902
H5 1.4259 1.6054 -2.3588
H6 0.7396 3.0364 0.2857
H7 2.0371 -1.2547 -1.4608
H8 1.5223 -2.8183 -0.8968
H9 0.3219 -1.6928 -1.4810
H10 -0.9254 -1.1770 2.1233
H11 -0.6235 0.4079 1.4695
H12 -1.3099 -0.5343 -0.8440
H13 -1.9028 -1.9584 0.0581
H14 -2.5634 -0.3343 0.3486
C6 -5.5858 0.6271 -0.8985
O3 -4.1690 0.7378 -0.9950
H15 -5.8129 -0.3634 -0.5129
H16 -5.9918 1.3760 -0.2139
H17 -6.0556 0.7423 -1.8785
H18 -3.9664 1.6132 -1.3355

[4]
Formula: H2NOS2
Source: the OMol25 dataset
Level of theory: ωB97M-V with the def2-TZVPD basis set

Properties
**E_tot**: -25237.4560 eV
**Frontier orbital gap (spin up / spin down)**: 5.32 / 7.61 eV
**Total charge**: -1
**Lowest unoccupied orbital energy (spin up / spin down)**: 2.545 / 3.600 eV
**Strongest force on any atom**: 3.26 eV/Å
**Energy relative to the best compared isomer or geometry (same formula, charge and spin)**: 3.452 eV

Positions of all 6 atoms, in Å:
N1 0.1573 0.6251 -1.0467
O1 -1.8178 -0.5281 -0.2165
S1 0.4865 -2.2528 0.1078
S2 -0.4007 -0.4614 -0.1098
H1 0.9661 1.1187 -0.7990
H2 0.6085 1.4985 2.0642

[5]
Formula: C2H4N2O
Source: the OMol25 dataset
Level of theory: ωB97M-V with the def2-TZVPD basis set

Properties
**E_tot**: -7165.5267 eV
**Frontier orbital gap**: 10.62 eV
**Total charge**: 0
**Lowest unoccupied orbital energy**: 0.721 eV
**Strongest force on any atom**: 8.04 eV/Å
**SMILES**: NCN=C=O
**Energy relative to the best compared isomer or geometry (same formula, charge and spin)**: 0.953 eV

Positions of all 9 atoms, in Å:
N1 -1.2981 -0.6573 0.1633
C1 -0.6124 0.5948 -0.0635
N2 0.9500 0.4855 0.0154
C2 2.0817 0.1470 0.0426
O1 3.1795 -0.2694 0.0294
H1 -1.4935 -1.0216 1.0315
H2 -1.1512 -1.4320 -0.4599
H3 -0.8070 0.7480 -1.2275
H4 -0.8491 1.4050 0.4686

[6]
Formula: C3H3N2O
Source: the OMol25 dataset
Level of theory: ωB97M-V with the def2-TZVPD basis set

Properties
**E_tot**: -8178.9097 eV
**Frontier orbital gap**: 10.88 eV
**Total charge**: +1
**Lowest unoccupied orbital energy**: -6.810 eV
**Strongest force on any atom**: 2.17 eV/Å
**Energy relative to the best compared isomer or geometry (same formula, charge and spin)**: 0.000 eV

Positions of all 9 atoms, in Å:
C1 0.2531 -0.0674 -0.3970
C2 -0.5829 0.5611 0.4564
C3 -1.5142 1.4957 0.1125
N1 -4.6928 -1.2023 0.0294
N2 -3.6685 -0.8130 -0.0275
O1 -2.2945 2.2642 -0.1226
H1 0.9564 -0.7946 -0.0212
H2 0.2506 0.1264 -1.4599
H3 -0.5567 0.3487 1.5295